Entry from the Open Molecules 2025 dataset: an isolated molecule of C4H7BrN2 (ωB97M-V/def2-TZVPD).

Computed properties:
E_tot = -2840.05538 a.u.
gap between HOMO and LUMO = 9.53 eV
HOMO energy = -8.818 eV
net charge = 0
lowest unoccupied orbital energy = 0.72 eV

```
14
Properties=species:S:1:pos:R:3:forces:R:3
C -1.5601 -0.5276 -0.0378 2.56 -0.95 -0.60
C 1.3391 0.7558 0.2697 -1.13 -2.19 0.42
C -2.6423 -1.1577 -0.8211 -1.52 -0.28 -1.77
C 2.7526 0.8893 0.7432 1.12 -0.12 2.14
N -0.3354 -0.7487 -0.3536 -2.58 -0.59 -2.09
N 0.7413 -0.4040 0.2392 3.29 2.96 1.54
Br 0.5001 2.3784 -0.2983 -0.05 -0.06 -0.25
H -1.6756 0.0449 0.8341 -0.99 0.78 1.29
H -3.2190 -0.2876 -1.4176 0.73 -2.15 1.62
H -3.2850 -1.8368 -0.1425 0.52 1.54 -1.11
H -2.2458 -1.8707 -1.6346 -0.25 1.29 1.32
H 3.3927 1.3334 0.0224 0.27 0.43 -1.21
H 3.0409 1.5387 1.6659 -1.41 -1.03 -1.26
H 3.1967 -0.1074 0.9309 -0.55 0.38 -0.03
```
Positions in Å, forces in eV/Å.

Atomic partial charges in e from the Löwdin method, atoms 1 to 6:
1. C -0.229
2. C -0.752
3. C -0.108
4. C -0.153
5. N -0.029
6. N -0.031



Entry from the Open Molecules 2025 dataset: a cluster of 2 separate species, C4H7BrN2 in total (ωB97M-V/def2-TZVPD).

Computed properties:
E_tot = -2839.92201 a.u.
gap between HOMO and LUMO (spin up / spin down) = 8.11 / 8.10 eV
HOMO energy (spin up / spin down) = -8.378 / -8.377 eV
net charge = 0
lowest unoccupied orbital energy (spin up / spin down) = -0.27 / -0.27 eV

```
14
Properties=species:S:1:pos:R:3:forces:R:3
C -1.5485 -0.3134 -0.8787 2.40 1.42 1.72
C 0.7484 -1.0613 0.6346 -2.05 -0.18 -0.72
C 1.0465 1.2783 0.1151 0.78 1.97 0.44
C 0.1861 0.2830 0.7380 -1.24 -1.15 -4.23
N -2.8464 -0.4060 -0.3434 -0.60 0.00 -0.33
N -2.3575 -1.4980 -0.6701 0.39 0.39 -0.30
Br -1.1193 0.5368 -2.6389 -0.57 -0.63 0.62
H -0.0204 -1.7955 0.8268 -0.01 -0.50 0.09
H 1.4464 -1.0856 1.4123 1.96 -0.73 0.73
H 1.0329 -1.1107 -0.4284 0.78 -0.60 0.75
H 1.0186 1.3536 -0.9898 -1.17 0.33 0.32
H 2.1351 0.9588 0.0855 -0.91 0.49 1.17
H 0.7822 2.2426 0.6964 1.24 -0.97 -1.62
H -0.5040 0.6174 1.4404 -1.00 0.17 1.36
```
Positions in Å, forces in eV/Å.

Atomic partial charges in e from the Löwdin method, atoms 1 to 6:
1. C -0.748
2. C -0.128
3. C -0.140
4. C -0.197
5. N 0.036
6. N 0.069



Entry from the Open Molecules 2025 dataset: a structure of composition C4H7BrN2 (ωB97M-V/def2-TZVPD).

Computed properties:
E_tot = -2839.96270 a.u.
gap between HOMO and LUMO (spin up / spin down) = 8.94 / 7.64 eV
HOMO energy (spin up / spin down) = -9.499 / -9.162 eV
net charge = 0
lowest unoccupied orbital energy (spin up / spin down) = -0.56 / -1.52 eV

```
14
Properties=species:S:1:pos:R:3:forces:R:3
C -0.6839 1.0619 -0.1862 -0.45 -1.57 0.68
C 1.2059 0.1532 1.1007 1.22 -4.02 -3.83
C 0.2701 -1.0338 -0.9601 -0.44 -0.52 0.38
C 0.5886 0.3843 -0.3308 -2.21 -3.37 2.71
N -1.5644 1.8261 -0.6093 -1.03 1.63 -1.05
N -1.8714 1.0682 0.5617 0.18 -0.06 0.39
Br -3.7943 -0.3976 0.3085 0.94 0.27 -0.18
H 2.1765 -0.4739 0.9068 -1.66 1.40 0.77
H 0.5718 -0.3642 1.7837 -0.71 -0.76 0.05
H 1.3422 1.0420 1.5063 1.47 4.10 1.96
H -0.6368 -1.0679 -1.6757 1.80 0.22 0.84
H -0.0568 -1.6032 -0.0464 0.40 -0.07 -1.22
H 1.2517 -1.4579 -1.3979 -1.85 0.56 0.62
H 1.2008 0.8626 -0.9614 2.34 2.19 -2.11
```
Positions in Å, forces in eV/Å.

Atomic partial charges in e from the Löwdin method, atoms 1 to 6:
1. C -0.349
2. C -0.030
3. C -0.048
4. C -0.320
5. N 0.177
6. N -0.078



Entry from the Open Molecules 2025 dataset: an isolated molecule of C4H7BrN2O (ωB97M-V/def2-TZVPD).

Computed properties:
E_tot = -2915.19787 a.u.
gap between HOMO and LUMO (spin up / spin down) = 7.77 / 7.78 eV
HOMO energy (spin up / spin down) = -7.687 / -7.691 eV
net charge = 0
lowest unoccupied orbital energy (spin up / spin down) = 0.09 / 0.09 eV

```
15
Properties=species:S:1:pos:R:3:forces:R:3
C -0.3289 0.7874 2.5237 1.42 -1.37 -3.18
C -0.4856 0.4726 0.2182 0.87 -1.60 1.96
C -1.8702 -0.0429 0.0857 -2.98 0.15 1.47
C 1.9637 -0.2506 0.2302 0.31 3.82 -0.14
N -0.5303 1.3252 1.4555 -0.20 0.91 1.91
N 0.5267 -0.5006 0.4731 0.52 -0.78 -1.11
O 0.3404 -1.0650 1.6303 -1.11 0.56 1.74
Br 0.0641 1.0604 4.2247 -0.15 0.27 1.26
H -0.1542 1.0847 -0.5348 0.50 1.39 -2.07
H -2.5158 0.7921 -0.3734 0.77 -1.52 0.65
H -2.3615 -0.3773 1.1213 1.29 1.11 -2.06
H -1.9149 -0.9677 -0.4532 0.06 -0.19 -0.92
H 2.5021 -0.7596 -0.5973 -1.02 0.03 0.39
H 2.1339 0.9406 0.0771 -0.32 -2.55 0.12
H 2.4603 -0.4578 1.1741 0.04 -0.24 -0.04
```
Positions in Å, forces in eV/Å.

Atomic partial charges in e from the Löwdin method, atoms 1 to 6:
1. C -0.715
2. C -0.391
3. C -0.051
4. C -0.038
5. N 0.072
6. N -0.299



Entry from the Open Molecules 2025 dataset: a structure of composition C4H7BrNO5S (ωB97M-V/def2-TZVPD).

Computed properties:
E_tot = -3559.84747 a.u.
gap between HOMO and LUMO = 8.75 eV
HOMO energy = -5.437 eV
net charge = -1
lowest unoccupied orbital energy = 3.31 eV

```
19
Properties=species:S:1:pos:R:3:forces:R:3
C 2.7857 0.2877 0.0716 -0.01 0.28 -0.38
C 1.6528 0.9736 -0.6818 0.15 0.01 0.15
C 0.5678 0.0492 -1.1568 -3.09 -0.62 2.64
C -0.6990 -0.3016 0.3024 3.02 0.37 -3.24
N -0.1246 -0.7539 1.3351 0.08 -0.20 0.48
O 2.4592 -0.4095 1.1382 0.01 -0.18 0.15
O -2.3086 -2.2934 -0.2046 0.18 0.25 0.27
O 3.9357 0.4025 -0.2896 0.17 -0.01 0.05
O -2.8353 -0.2188 -1.3867 0.47 0.05 0.33
O -3.2432 -0.4481 1.0673 0.40 -0.86 -0.65
S -2.3250 -0.8551 -0.2057 -1.39 -0.65 -0.09
Br -1.4858 1.9255 0.4730 -0.10 1.31 0.24
H 2.0925 1.4789 -1.5472 0.03 -0.08 0.15
H 1.2281 1.7477 -0.0341 -0.08 -0.04 -0.06
H 0.8827 -0.9537 -1.4160 0.08 -0.12 -0.07
H -0.0862 0.4877 -1.9001 0.04 0.02 -0.11
H -3.2180 0.5218 1.1144 0.16 0.47 -0.01
H 1.4515 -0.5004 1.2704 0.04 -0.04 0.08
H -0.7304 -1.1399 2.0500 -0.15 0.03 0.06
```
Positions in Å, forces in eV/Å.

Atomic partial charges in e from the Löwdin method, atoms 1 to 6:
1. C -0.577
2. C -0.167
3. C -0.067
4. C -0.657
5. N 0.016
6. O 0.078



Entry from the Open Molecules 2025 dataset: an isolated molecule of C4H7BrO (ωB97M-V/def2-TZVPD).

Computed properties:
E_tot = -2805.75607 a.u.
gap between HOMO and LUMO = 10.45 eV
HOMO energy = -9.684 eV
net charge = 0
lowest unoccupied orbital energy = 0.77 eV

```
13
Properties=species:S:1:pos:R:3:forces:R:3
C -2.1276 -0.3987 -0.5673 -2.38 2.52 0.03
C -1.6822 0.7756 -0.1477 5.35 -2.07 1.40
C 2.1036 -0.0870 0.4797 -0.79 0.65 0.88
C 0.6874 -0.2893 0.0556 0.22 1.96 -3.23
O -0.0100 0.8895 0.4195 -4.32 -0.76 -1.84
Br -2.3119 2.4096 0.1506 -0.90 1.24 0.13
H -3.2182 -0.4124 -0.8133 1.07 -0.15 0.09
H -1.5706 -1.2659 -0.7157 0.96 -1.08 0.00
H 2.5815 -1.0352 0.3915 0.84 -0.56 0.27
H 2.5715 0.6566 -0.1354 0.38 0.29 -0.31
H 2.0339 0.3154 1.5074 0.57 -0.50 -0.27
H 0.2742 -1.1385 0.4919 -0.86 -1.62 0.89
H 0.6687 -0.4197 -1.1167 -0.14 0.06 1.95
```
Positions in Å, forces in eV/Å.

Atomic partial charges in e from the Löwdin method, atoms 1 to 6:
1. C -0.026
2. C -0.741
3. C -0.085
4. C -0.381
5. O -0.221
6. Br 0.870



Entry from the Open Molecules 2025 dataset: a cluster of 2 separate species, C4H7BrO3S in total (ωB97M-V/def2-TZVPD).

Computed properties:
E_tot = -3354.36351 a.u.
gap between HOMO and LUMO (spin up / spin down) = 8.37 / 6.58 eV
HOMO energy (spin up / spin down) = -10.367 / -10.422 eV
net charge = 0
lowest unoccupied orbital energy (spin up / spin down) = -1.99 / -3.84 eV

```
16
Properties=species:S:1:pos:R:3:forces:R:3
C 1.0086 1.2432 -0.6638 1.00 -0.31 0.42
C 1.5221 1.5920 0.6708 -1.27 1.53 -0.18
C -1.3466 -1.1883 -0.9530 2.35 0.62 2.28
C 1.3346 -0.2227 -1.0168 -1.70 0.93 2.64
O 0.2993 1.9717 -1.2953 -0.53 -0.28 -1.19
O 0.2387 -1.1013 1.2484 -0.40 1.49 3.92
O 0.7665 -2.7689 -0.3875 0.33 -0.44 -0.71
S 0.3149 -1.4498 -0.0884 -0.21 -0.32 -4.52
Br 4.6174 0.0328 -0.1232 -0.24 -0.18 -0.16
H 1.0862 2.5601 1.0506 0.97 -0.98 -0.44
H 2.5423 1.3484 0.7951 1.24 0.57 0.11
H 1.0758 0.7798 1.1556 -0.87 -1.00 1.83
H -1.5732 -2.2278 -1.0314 -0.75 -0.46 -0.88
H -1.9438 -0.6703 -0.1862 0.04 -0.10 -0.66
H -1.0471 -0.5749 -1.7990 -0.77 -0.35 -0.37
H 1.7102 -0.5120 -1.9263 0.82 -0.74 -2.11
```
Positions in Å, forces in eV/Å.

Atomic partial charges in e from the Löwdin method, atoms 1 to 6:
1. C -0.513
2. C -0.035
3. C -0.063
4. C -0.018
5. O 0.109
6. O -0.291



Entry from the Open Molecules 2025 dataset: an isolated molecule of C4H7BrOS (ωB97M-V/def2-TZVPD).

Computed properties:
E_tot = -3203.96079 a.u.
gap between HOMO and LUMO (spin up / spin down) = 7.09 / 7.40 eV
HOMO energy (spin up / spin down) = -7.448 / -7.616 eV
net charge = 0
lowest unoccupied orbital energy (spin up / spin down) = -0.36 / -0.21 eV

```
14
Properties=species:S:1:pos:R:3:forces:R:3
C 0.3333 0.9176 -0.5045 0.13 -0.05 0.00
C -0.5657 -0.2738 -0.8756 0.06 0.12 -0.04
C 1.4912 0.5635 0.4186 -0.41 -0.26 0.71
C -1.4261 -0.7194 0.2538 2.06 -0.78 1.40
O 0.1072 -1.3545 1.4985 -3.23 -1.04 -2.38
S 0.8653 -0.1246 2.0019 1.36 2.14 0.33
Br -2.4827 -2.2259 0.0300 -0.03 -0.06 -0.05
H 0.7531 1.3196 -1.4313 -0.11 0.05 0.01
H -0.2691 1.6978 -0.0309 0.02 0.04 -0.12
H -1.2043 0.0131 -1.7232 -0.02 -0.12 0.12
H 0.0511 -1.1179 -1.2016 -0.14 0.00 -0.03
H 2.1514 -0.1708 -0.0410 0.11 -0.03 -0.04
H 2.0556 1.4535 0.6923 0.11 0.04 -0.07
H -1.8603 0.0218 0.9131 0.10 -0.06 0.15
```
Positions in Å, forces in eV/Å.

Atomic partial charges in e from the Löwdin method, atoms 1 to 6:
1. C -0.265
2. C -0.288
3. C -0.448
4. C -0.609
5. O -0.655
6. S 0.795